1.
Molecular formula: C32H22BrN7OPt
Method: DFT, wB97M-V/def2-TZVPD

The geometry in XYZ format:
```
64
Properties=species:S:1:pos:R:3
Pt 1.76 -1.28 0.11
C -1.34 -1.21 4.80
C -0.33 -2.16 4.84
C 0.74 -2.08 3.95
C 0.80 -1.04 3.03
C -0.21 -0.08 3.01
C -1.28 -0.17 3.88
N 1.87 -0.97 2.10
C 3.08 -0.54 2.45
C 3.49 -0.17 3.77
C 4.77 0.25 3.99
C 5.74 0.34 2.95
C 5.38 0.02 1.67
C 4.07 -0.41 1.42
N 3.58 -0.70 0.17
N 4.27 -0.55 -0.91
C 3.50 -0.86 -2.03
C 4.01 -0.63 -3.30
C 3.21 -0.88 -4.39
C 1.93 -1.38 -4.21
C 1.49 -1.61 -2.93
N 2.25 -1.36 -1.86
H -2.18 -1.29 5.48
H -0.37 -2.97 5.55
H 1.52 -2.82 3.96
H -0.14 0.74 2.30
H -2.06 0.57 3.85
H 2.78 -0.22 4.58
H 5.06 0.52 4.99
H 6.74 0.67 3.18
H 6.08 0.08 0.85
H 5.02 -0.24 -3.39
H 3.59 -0.68 -5.39
H 1.28 -1.58 -5.05
H 0.51 -2.01 -2.71
Br -2.13 3.17 -5.80
C -3.14 2.50 -4.34
C -2.99 1.17 -3.97
C -3.69 0.68 -2.88
C -4.54 1.53 -2.15
C -4.72 2.83 -2.59
C -4.01 3.33 -3.67
N -5.34 1.14 -1.04
N -5.04 0.21 -0.26
C -3.73 -0.26 -0.08
C -3.62 -1.61 0.20
C -2.40 -2.27 0.25
C -1.20 -1.59 0.04
O -0.06 -2.21 0.06
C -1.29 -0.16 -0.17
N -0.12 0.50 -0.33
C -0.12 1.81 -0.40
C -1.29 2.57 -0.24
C -2.49 1.92 -0.11
C -2.53 0.51 -0.14
H -2.34 0.52 -4.53
H -3.59 -0.36 -2.60
H -5.42 3.46 -2.05
H -4.14 4.36 -3.99
H -4.54 -2.17 0.33
H -2.34 -3.33 0.45
H 0.84 2.29 -0.55
H -1.24 3.65 -0.21
H -3.40 2.48 0.05
```

Computed properties:
* energy above the lowest of the compared OMol25 structures with the same formula, charge and spin: 3.8 kcal/mol
* HOMO level (alpha / beta): -0.26243 / -0.26244 Ha
* multiplicity: 1

Here are the natural (NBO) charges for atoms 1 to 6, given in e: 0.9848 -0.2216 -0.2023 -0.2509 0.2184 -0.2563


2.
Molecular formula: C4H7O4PS
Method: DFT, wB97M-V/def2-TZVPD

The geometry in XYZ format:
```
17
Properties=species:S:1:pos:R:3
C -1.19 1.74 -0.49
C -2.18 0.17 1.06
C -0.76 -0.52 1.02
C 0.57 -0.17 -1.69
O 1.46 1.34 0.51
O 3.60 0.05 -0.86
O 2.06 -1.17 0.61
O -2.11 1.41 0.26
P 0.27 0.64 -0.09
S 3.02 -0.05 0.49
H -2.95 -0.43 0.48
H -2.38 0.39 2.08
H -0.49 -0.73 2.09
H -0.77 -1.40 0.45
H -0.34 0.03 -2.19
H 0.57 -1.26 -1.67
H 1.63 -0.04 -2.06
```

Computed properties:
* energy above the lowest of the compared OMol25 structures with the same formula, charge and spin: 36.8 kcal/mol
* HOMO level: -0.32832 Ha
* multiplicity: 1

Here are the natural (NBO) charges for atoms 1 to 6, given in e: 0.0422 -0.1135 -0.7821 -1.0433 -1.0646 -0.8985


| no. | DFT total energy (eV) |
| --- | --- |
| 1 | -119307.23171 |
| 2 | -32572.11076 |